{
  "formula": "C25H71ClGaO13S",
  "method": "ωB97M-V/def2-TZVPD",
  "species": ["O", "H", "H", "C", "H", "H", "C", "C", "O", "H", "O", "H", "Cl", "H", "H", "H", "H", "H", "C", "H", "C", "O", "H", "C", "O", "H", "H", "H", "H", "C", "H", "H", "H", "H", "C", "H", "C", "H", "Ga", "H", "H", "S", "H", "C", "C", "H", "H", "H", "C", "C", "O", "H", "O", "H", "H", "H", "H", "H", "H", "H", "H", "H", "H", "H", "C", "H", "H", "C", "H", "H", "C", "H", "H", "H", "H", "H", "C", "H", "O", "C", "H", "H", "H", "C", "O", "H", "C", "H", "O", "H", "H", "H", "H", "C", "C", "O", "H", "C", "H", "H", "O", "H", "H", "O", "H", "H", "H", "H", "H", "C", "H", "C"],
  "positions_angstrom": [[0.38099, -7.94797, -7.71261], [-6.66054, 5.09377, 1.96825], [-1.58509, -4.52401, -6.31815], [-0.71590, 4.42383, -0.24410], [-4.05021, 4.60616, -0.65329], [4.69932, -5.68647, -5.79167], [-0.76656, -0.40695, -0.49119], [8.70956, -0.50332, 3.77888], [2.27635, -5.02267, -4.81921], [9.26921, -0.21824, 2.88463], [-0.27295, 8.39956, 1.33845], [-0.64843, 2.54814, 1.86079], [-5.11356, 7.50365, 0.11767], [4.91906, 0.06768, 6.51546], [-3.83752, 4.36135, 2.89142], [-1.72336, -2.05328, -4.73617], [-0.95037, 7.77040, 1.63481], [-4.29734, -1.84911, 1.67943], [-1.35295, -1.06654, -1.72739], [-0.29096, -10.39875, -6.73309], [1.22107, -9.08707, -7.54554], [-6.44560, 0.83529, 1.29995], [-0.56986, -1.15242, 0.28145], [-4.53542, 5.04703, 2.41397], [-4.34913, 2.01885, 0.97771], [0.16554, 0.10434, -0.73388], [-0.11305, 4.87042, 1.73298], [0.27713, 2.20638, 0.40425], [-1.45871, 0.32094, -0.07275], [-1.04882, -4.45836, -5.37095], [4.38080, -1.65024, 7.98586], [-2.13463, 11.15895, 1.92678], [2.03938, -0.56338, 6.33451], [4.59513, 0.26766, 1.26548], [2.60089, -5.37207, -6.16425], [1.78548, -8.99136, -6.61057], [0.26230, 4.25394, 0.92447], [2.89929, -0.22006, 1.10902], [-3.91754, 5.60999, 0.55677], [0.48220, -3.14299, -6.12309], [-0.93916, 10.41069, 3.00549], [-5.76669, 2.10691, 1.14720], [-4.39713, -5.25556, 0.53258], [-1.64608, 10.21987, 2.19621], [3.78284, -0.68168, 3.02519], [1.92892, -9.06790, -8.37183], [1.15272, 2.48412, 1.89131], [-5.78585, 2.52506, 3.39546], [-6.23665, 3.05366, 2.56637], [2.56218, -0.72578, 7.27605], [-6.42571, 2.84833, -0.09420], [-2.40520, 9.53310, 2.57372], [4.71716, -0.79100, 6.13379], [6.85642, -0.92280, 2.74825], [8.93330, -1.54642, 4.00556], [-0.24476, -7.93463, -6.98354], [2.83273, -0.76048, 3.55365], [-7.26532, 3.23935, 0.19277], [3.84111, 1.88687, 2.72529], [2.46394, -4.08754, -4.70376], [-7.31406, 2.91037, 2.61844], [-3.73111, -3.66971, 0.11106], [2.76316, 0.25500, 7.71236], [-0.12483, -10.48317, -8.48269], [-1.29297, 5.82092, -0.30178], [-5.93761, -3.43170, 1.28979], [4.11750, -1.68623, 2.75503], [-0.92944, 9.60905, 1.00371], [-6.27787, 4.81375, 3.63230], [4.30683, -5.40711, -7.49804], [-0.24608, -3.17166, -5.31415], [-3.08812, -4.54249, 1.49317], [7.37024, 1.32385, 2.49143], [-1.77256, 5.99356, -1.26570], [0.29491, -3.09801, -4.36458], [-4.46785, 5.96999, 2.98878], [0.27179, 2.77617, 1.33183], [4.31059, -4.06283, -6.34628], [-2.57121, -1.75576, -1.45218], [-5.01851, -3.64759, 1.84678], [1.27603, 4.52039, 0.64586], [9.06658, 0.11792, 4.60009], [4.50099, -0.25171, 3.71594], [3.63684, 0.19375, 1.79522], [3.18892, 1.50125, 2.13262], [3.65484, -2.45139, 6.58645], [4.06590, -5.11961, -6.47372], [-0.46154, 6.52577, -0.24475], [-2.12690, 6.10783, 0.78914], [-5.27549, -4.29134, 2.68702], [-1.79060, -4.48106, -4.56995], [-0.18168, 4.23160, -1.17261], [2.36331, -6.42749, -6.27611], [7.21935, -0.29787, 3.57127], [-5.96770, 4.55862, 2.61693], [-4.51464, -2.43876, 2.40704], [1.96174, -4.80826, -6.85194], [0.43185, -10.38415, -7.55139], [-0.39842, -5.32741, -5.26788], [-1.51627, 3.70245, -0.10071], [6.90474, 1.06934, 3.29189], [6.66654, -0.56819, 4.46733], [-1.54150, -0.31956, -2.50672], [-1.09031, -2.03397, -5.46016], [-0.16048, 10.28859, 0.63332], [1.09059, -11.24675, -7.44282], [1.90467, -1.27392, 7.95165], [-3.20652, -1.10996, -1.12348], [-0.65618, -1.80673, -2.12441], [-4.00307, -4.32325, 0.94253], [-1.64460, 9.42255, 0.19409], [3.85634, -1.48237, 7.03829]],
  "orbital_gap_ev": 7.368,
  "lumo_energy_ha": 0.068,
  "homo_energy_ev": -5.53,
  "total_charge": -1
}